Record 1
24
Properties=species:S:1:pos:R:3:forces:R:3:lowdin_charge:R:1 method="wB97M-V/def2-TZVPD" orbital_gap_ev=9.9 homo_ev=-9.11 total_energy_ha=-480.7541
C -1.8597 -3.0171 0.4364 0.0 -0.1 0.0 -0.02
C -1.9321 -2.4333 -0.9486 0.0 0.3 0.0 -0.61
O -2.8729 -1.7629 -1.3157 0.0 -0.1 -0.1 0.04
N -0.9069 -2.7750 -1.8001 0.7 0.2 -0.3 0.14
H -2.2945 -4.0155 0.3884 -0.1 0.0 0.1 0.09
H -2.4534 -2.4046 1.1032 -0.1 0.0 0.1 0.08
H -0.9172 -2.3179 -2.7016 -0.3 0.0 0.1 0.10
H 0.0425 -2.8250 -1.4477 -0.4 -0.3 0.3 0.10
H -0.8501 -3.1244 0.8201 0.2 0.1 0.0 0.07
C 1.3983 1.9164 -1.8079 -0.3 -0.2 0.3 -0.05
C -0.1584 0.6428 1.4343 -0.1 -0.3 0.4 -0.09
C 0.1033 0.8477 0.0895 0.0 -0.1 -0.4 -0.06
C 0.5435 1.3457 2.4012 0.4 0.3 -0.4 -0.09
C 1.0608 1.7536 -0.3462 0.3 0.1 0.4 -0.28
C 1.4369 2.3275 1.9753 -0.2 -0.2 0.3 -0.09
C 1.7051 2.5125 0.6324 0.1 0.0 -0.1 -0.06
H -0.9036 -0.0883 1.7332 0.1 0.0 -0.1 0.10
H -0.4149 0.2607 -0.6570 -0.2 0.0 0.0 0.10
H 0.5066 1.1231 3.4599 -0.5 0.0 0.0 0.10
H 1.9058 2.9513 2.7244 0.3 0.0 -0.1 0.10
H 2.3522 1.4571 -2.0769 0.0 0.1 0.1 0.08
H 1.4172 2.9775 -2.0510 0.1 0.0 -0.2 0.08
H 2.4607 3.2325 0.3487 0.0 0.1 -0.1 0.11
H 0.6309 1.4157 -2.3944 0.0 0.1 -0.2 0.07

***

Record 2
25
Properties=species:S:1:pos:R:3:forces:R:3:lowdin_charge:R:1 method="wB97M-V/def2-TZVPD" orbital_gap_ev=8.1 homo_ev=-7.53 total_energy_ha=-555.8900
C 0.3443 3.1091 0.8592 0.1 -0.9 -1.6 -0.11
C 0.5058 3.1614 -0.5635 -0.1 -1.8 1.0 -0.11
C 0.1691 1.7834 1.1731 -0.5 -0.4 -0.2 -0.20
C 0.3945 1.8435 -1.0418 0.9 -0.5 1.1 -0.16
C 3.5059 1.1284 -0.4355 -0.3 0.0 -0.2 -0.44
C 0.8412 -1.2890 -1.0671 2.3 -1.5 -3.1 -0.11
C 1.0676 -1.2707 1.4328 -3.4 -2.8 -2.7 -0.01
C -1.3514 -1.2641 0.1527 1.2 -2.2 -1.0 -0.05
C 0.1529 -1.0340 0.2087 0.5 3.7 -0.7 -0.33
N 0.2672 1.0040 0.0641 -0.8 -1.4 -0.2 -0.02
O 3.9640 1.0041 0.6045 0.8 -0.2 1.6 0.22
O 3.0372 1.2224 -1.4772 0.1 0.1 -1.4 0.18
H 0.3970 3.9072 1.5392 -0.1 0.9 0.7 0.07
H 0.8605 4.0077 -1.0766 0.0 0.8 -0.9 0.07
H -0.2955 1.3563 2.0361 0.3 -0.1 0.7 0.09
H 0.7429 1.3750 -1.9633 -0.6 0.6 0.1 0.09
H 1.6330 -0.5202 -1.3359 -1.1 -0.9 0.6 0.07
H 1.4990 -2.2401 -0.9762 -1.2 1.1 -0.1 0.12
H 0.2426 -1.4058 -2.0613 0.5 0.2 2.1 0.12
H 0.8787 -0.5675 2.1249 -0.8 2.2 2.7 0.03
H 2.0666 -1.2422 1.1767 2.0 -0.1 -0.7 0.05
H 0.7365 -2.2807 1.7620 0.6 0.5 0.2 0.11
H -1.8075 -0.9512 1.0953 -0.5 0.2 -0.7 0.08
H -1.6468 -0.8935 -0.8762 -0.3 0.2 1.8 0.10
H -1.4981 -2.4200 0.0106 0.3 1.8 0.6 0.12

***

Record 3
26
Properties=species:S:1:pos:R:3:forces:R:3:lowdin_charge:R:1 method="wB97M-V/def2-TZVPD" orbital_gap_ev=9.0 homo_ev=-8.45 total_energy_ha=-953.9651
C -2.8766 1.4467 0.8445 -3.2 0.9 2.0 -0.16
C -1.1914 0.4662 -0.4058 0.6 2.2 -0.8 -0.14
C -0.0802 1.3518 -0.6881 -0.3 -1.0 -2.2 -0.02
C 1.2916 -0.5710 -0.7667 1.4 0.1 1.2 -0.35
C 2.7592 -0.9716 -0.8260 0.1 0.2 -2.2 -0.50
C 3.8194 1.1741 0.6427 1.4 4.0 -0.9 -0.55
C 0.3699 -1.5137 -0.2669 -2.2 1.9 1.9 0.08
C -0.8990 -0.8447 -0.0222 0.8 -0.3 0.1 -0.27
C -3.0399 -1.7404 0.0106 0.3 -2.5 -0.1 -0.06
H -2.1872 2.2551 1.0334 0.1 0.4 0.8 0.08
H -2.9974 0.7298 1.7734 0.6 1.0 -2.0 0.13
H -3.9083 1.8608 0.6092 1.0 0.0 1.1 0.11
H -0.2185 2.4902 -0.9528 0.2 -2.4 0.8 0.15
H 2.9895 -2.0716 -0.8264 -0.8 0.9 -0.6 0.07
H 3.0605 -0.4587 -1.8354 0.4 -1.0 1.9 0.12
H 3.8136 1.4132 -0.5533 0.2 0.1 3.1 0.06
H 2.9320 1.8816 1.1660 2.4 -2.3 -1.3 0.08
H 4.9830 1.4983 1.1399 -3.7 -0.9 -1.5 0.10
H 0.5336 -2.5239 0.3314 0.0 2.2 -1.9 0.18
H -3.4838 -2.7189 0.6126 0.6 2.8 -1.7 0.15
H -3.6720 -0.7943 -0.0921 0.4 -2.0 -0.2 0.10
H -2.4512 -2.1162 -0.9022 -2.6 0.3 0.1 0.12
N 1.1568 0.7995 -0.9777 -2.6 -1.2 1.3 0.08
O -2.5862 0.9503 -0.3914 4.3 -2.3 -1.2 -0.16
O -1.8606 -1.4180 0.7218 0.5 -0.4 1.7 -0.15
S 3.7433 -0.5747 0.6214 -0.2 -0.6 0.6 0.75

***

Record 4
26
Properties=species:S:1:pos:R:3:forces:R:3:lowdin_charge:R:1 method="wB97M-V/def2-TZVPD" orbital_gap_ev="7.4 / 7.2" homo_ev="-7.96 / -7.60" total_energy_ha=-953.9672
C -2.5897 1.1817 0.1549 -1.6 -2.8 -1.3 -0.56
C 0.5124 1.6130 -0.0888 1.0 0.2 -0.6 -0.53
C -0.1050 -1.9191 1.5493 1.5 4.9 3.9 -0.11
C -0.5608 2.1239 0.7927 1.7 0.1 2.0 -0.03
C 0.7140 -1.1194 0.5838 2.6 1.8 1.1 -0.39
C -0.6205 -0.6524 0.8850 -1.3 -0.8 0.4 -0.49
C -4.0281 1.3410 -0.2922 -1.8 0.4 0.0 -0.12
C 1.1286 -1.6334 -0.7674 1.9 -0.3 2.7 -0.04
C 2.9033 1.3394 -0.0619 -1.4 2.0 -1.5 -0.02
N -1.8545 2.0846 0.5933 0.2 1.1 -0.1 0.06
O 0.5323 1.2429 -1.2472 -1.0 0.3 0.6 0.08
O 1.6687 1.7061 0.6146 0.9 -0.3 1.6 -0.10
S -2.1786 -0.6210 0.1600 0.8 1.7 0.3 1.03
H -0.3719 -2.8036 1.2097 -1.7 -4.2 -1.2 0.04
H 0.1224 -1.8025 2.7133 -0.4 -0.5 -2.7 0.15
H -0.1343 2.7110 1.7045 -1.1 -1.1 -1.8 0.16
H 1.5533 -0.5197 1.1444 -1.6 -1.1 -1.2 0.16
H -4.5562 0.5158 -0.9010 1.6 1.1 0.8 0.10
H -4.2376 2.3213 -0.7661 0.5 -0.6 -0.1 0.08
H -4.6779 1.4305 0.6058 0.5 -0.3 -0.1 0.08
H 1.5124 -0.8356 -1.3376 0.3 0.6 -0.9 0.04
H 0.3146 -2.0791 -1.2021 -1.9 -1.2 -1.4 0.06
H 1.9178 -2.3668 -0.5322 -0.2 0.0 -0.6 0.10
H 2.7769 2.0081 -0.9281 1.4 -0.1 0.0 0.11
H 2.8238 0.3908 -0.5028 -0.1 -1.5 -0.1 0.04
H 3.8502 1.4300 0.4925 -1.0 0.4 0.3 0.11

***

Record 5
23
Properties=species:S:1:pos:R:3:forces:R:3:lowdin_charge:R:1 method="wB97M-V/def2-TZVPD" orbital_gap_ev="2.8 / 7.1" charge=-1 homo_ev="0.95 / -3.49" s2=0.760 total_energy_ha=-351.2573 spin_multiplicity=2
C -0.5683 1.5114 -1.3102 -0.2 -0.2 -1.1 -0.10
C 1.8185 0.4879 1.4691 1.0 -0.1 0.7 -0.20
C 0.9747 0.3898 0.3107 0.2 0.6 -0.2 -0.13
C 1.7563 1.5810 2.3134 -0.9 0.7 -0.3 -0.22
C 0.3304 1.5781 -0.1115 -0.9 -1.0 0.8 -0.37
C 0.9788 2.7007 1.9663 0.0 -0.4 0.1 -0.19
C 0.3191 2.6953 0.6943 0.3 0.5 -0.4 -0.16
H 2.6163 -0.2214 1.7025 -0.5 -0.4 -0.1 0.06
H 0.9787 -0.4875 -0.3252 0.0 0.0 0.0 0.04
H 2.2107 1.6020 3.3037 0.4 -0.2 -0.3 0.07
H 0.8930 3.5498 2.6271 0.0 0.1 0.1 0.04
H -1.6377 1.7294 -1.2146 0.1 -0.1 0.8 0.07
H -0.5163 0.5685 -1.8666 0.2 -0.1 0.4 0.05
H -0.1706 3.5999 0.3298 -0.1 -0.1 0.1 0.07
H -0.2718 2.2377 -2.0395 0.5 0.7 -0.6 0.05
C -1.6650 -3.1972 -0.4328 -0.5 1.0 0.5 -0.19
C -0.7907 -2.7096 -1.5866 0.9 -1.1 0.5 -0.17
H -2.3571 -3.9867 -0.7179 0.2 -0.3 0.2 0.05
H -1.1046 -3.4022 0.4844 0.2 -0.6 -0.4 0.06
H -2.2662 -2.3584 -0.0487 -0.2 -0.1 -0.5 0.06
H -0.5880 -1.6674 -1.4039 0.0 0.5 -0.6 0.02
H -1.1303 -3.0003 -2.5812 -0.6 0.7 0.0 0.06
H 0.1901 -3.2009 -1.5629 0.0 0.0 0.3 0.06

***

Record 6
23
Properties=species:S:1:pos:R:3:forces:R:3:lowdin_charge:R:1 method="wB97M-V/def2-TZVPD" orbital_gap_ev="2.6 / 7.0" charge=-1 homo_ev="0.93 / -3.59" s2=0.758 total_energy_ha=-351.2707 spin_multiplicity=2
C 3.7082 2.6306 0.1339 0.0 -0.3 -0.4 -0.19
C 2.8642 2.8585 1.3681 0.3 0.0 0.9 -0.18
H 4.5289 3.3265 0.0130 0.2 0.3 0.1 0.05
H 4.1467 1.6289 0.1147 -0.1 0.0 0.1 0.06
H 3.0953 2.7029 -0.7643 -0.1 0.0 0.0 0.06
H 3.4470 2.8633 2.2966 0.3 -0.1 -0.2 0.06
H 2.1666 2.0371 1.5104 -0.4 0.2 -0.2 0.05
H 2.3557 3.8239 1.3842 -0.2 -0.1 -0.3 0.06
C -2.5369 -1.1731 -2.2581 0.0 -0.2 -0.1 -0.11
C -0.1714 -0.7518 1.3276 -0.5 -0.2 0.1 -0.22
C -1.2575 -1.6030 1.3095 0.6 0.0 0.4 -0.21
C 0.2854 -0.1839 0.1243 0.1 0.7 -0.2 -0.20
C -1.9167 -1.9091 0.0935 -0.2 0.2 -0.3 -0.16
C -0.6109 -0.2000 -0.9913 0.1 -0.4 -0.2 -0.16
C -1.6666 -1.0760 -1.0275 -0.3 -0.2 0.3 -0.37
H 0.2570 -0.5107 2.2972 0.3 -0.1 -0.1 0.06
H -1.5229 -2.1032 2.2375 -0.2 0.1 0.0 0.06
H 1.1129 0.5141 0.0795 0.0 0.0 0.2 0.03
H -2.7933 -2.5381 0.0979 -0.1 -0.2 0.0 0.05
H -0.3885 0.3970 -1.8718 0.0 0.1 0.0 0.08
H -3.0592 -0.2297 -2.4425 0.2 0.0 -0.2 0.06
H -3.3083 -1.9468 -2.1973 0.1 0.0 0.3 0.05
H -1.9248 -1.4546 -3.1235 -0.1 0.3 -0.1 0.06

***

Record 7
23
Properties=species:S:1:pos:R:3:forces:R:3:lowdin_charge:R:1 method="wB97M-V/def2-TZVPD" orbital_gap_ev=10.1 homo_ev=-9.07 total_energy_ha=-351.2702
C -0.7789 -0.6061 -1.6136 -0.6 0.0 -0.7 -0.05
C 2.6253 0.5106 -0.2984 1.3 -0.5 0.7 -0.09
C 2.3525 1.8447 0.0447 0.7 0.1 0.1 -0.10
C 1.7063 -0.2674 -0.9491 -2.5 0.1 0.5 -0.05
C 0.3883 0.2393 -1.0949 -0.3 -1.2 -0.5 -0.32
C 1.1305 2.3906 -0.2594 0.0 -1.9 -0.5 -0.07
C 0.1527 1.5168 -0.7604 -0.7 2.8 -0.1 -0.09
H 3.5683 0.0241 0.0224 -0.5 0.6 -0.4 0.11
H 3.0928 2.4808 0.5435 -0.1 -0.5 -0.3 0.11
H 1.7309 -1.3229 -1.1342 1.0 -0.4 -0.2 0.11
H 0.9762 3.4235 -0.1607 -0.5 1.2 0.4 0.09
H -0.3083 -1.1789 -2.4075 -0.3 -1.0 0.2 0.07
H -1.6179 -0.1161 -2.1844 1.1 0.5 0.7 0.09
H -0.8359 1.9040 -0.9905 0.0 0.1 0.2 0.11
H -1.3904 -1.1898 -0.8683 1.5 0.3 -0.7 0.04
C -1.0519 -0.6363 1.6675 -0.7 0.6 -0.5 -0.16
C -2.0515 -1.7243 1.3794 -0.1 -3.3 -2.6 -0.20
H -0.1147 -0.7111 1.1113 0.1 -0.2 0.9 0.06
H -1.4030 0.3984 1.5549 -0.3 -0.3 -0.8 0.08
H -1.0977 -0.6994 2.7188 1.6 0.1 1.5 0.05
H -2.0986 -2.5175 2.1801 0.0 1.0 -0.8 0.08
H -1.9497 -2.3658 0.3707 0.6 1.2 2.2 0.09
H -3.0253 -1.3972 1.1282 -1.3 0.8 0.6 0.04

***

Record 8
23
Properties=species:S:1:pos:R:3:forces:R:3:lowdin_charge:R:1 method="wB97M-V/def2-TZVPD" orbital_gap_ev=10.0 homo_ev=-9.02 total_energy_ha=-351.3096
C -1.2318 0.6591 -2.8920 -0.7 -0.1 -0.3 -0.18
C -0.8518 -0.3913 -3.9454 -0.1 -0.5 1.5 -0.17
H -1.9913 1.3375 -3.2792 0.5 0.6 -0.4 0.06
H -1.8021 0.3054 -2.0237 0.7 -0.7 0.0 0.06
H -0.3078 1.1245 -2.5605 -0.3 0.6 0.1 0.05
H -0.0065 -0.9510 -3.5337 0.1 0.0 -0.3 0.06
H -0.5512 0.0441 -4.8905 -0.2 0.0 -0.2 0.06
H -1.6479 -1.1303 -4.0272 -0.1 0.1 -0.6 0.06
C 1.0634 2.0157 1.2273 -0.5 0.5 -0.1 -0.06
C 0.4732 -0.3337 0.6832 0.1 0.2 -0.6 -0.07
C 0.7286 0.6118 1.6655 0.1 0.8 0.2 -0.29
C 0.1176 -1.6309 0.9814 0.7 -0.3 0.5 -0.09
C 0.6265 0.2383 2.9908 -0.8 -1.6 1.1 -0.05
C 0.1983 -2.0493 2.3049 -1.1 0.4 0.8 -0.10
C 0.3144 -1.0996 3.3260 1.0 0.2 -1.2 -0.08
H 0.6401 -0.0078 -0.3395 -0.4 -0.2 -0.1 0.10
H -0.1422 -2.3538 0.2268 0.2 0.0 -0.3 0.10
H 0.2506 2.4610 0.6397 0.0 -0.4 -0.2 0.08
H 1.9454 2.0325 0.5890 0.1 0.1 0.1 0.08
H 0.7131 0.8377 3.8895 0.3 0.8 -0.6 0.11
H 0.0139 -3.0827 2.5615 0.0 -0.1 0.0 0.09
H 0.2951 -1.3791 4.3692 -0.1 -0.1 0.0 0.09
H 1.1523 2.7419 2.0367 0.4 -0.4 0.2 0.07

***

Record 9
23
Properties=species:S:1:pos:R:3:forces:R:3:lowdin_charge:R:1 method="wB97M-V/def2-TZVPD" orbital_gap_ev=10.1 homo_ev=-9.08 total_energy_ha=-351.3163
C -2.6259 -0.7604 -2.7624 1.0 -0.1 0.0 -0.06
C -0.4358 -0.5121 0.3416 0.4 -0.6 0.5 -0.10
C -0.6693 0.7868 0.7573 -0.7 -0.2 -0.3 -0.10
C -1.0246 -1.0289 -0.8033 0.0 0.7 -0.3 -0.05
C -1.9667 -0.2605 -1.4812 -0.2 -0.3 -1.2 -0.28
C -1.6290 1.5170 0.0695 0.4 0.7 0.0 -0.09
C -2.2910 1.0142 -1.0367 -0.2 -0.3 0.9 -0.06
H 0.1843 -1.1693 0.9435 0.3 0.2 -0.2 0.10
H -0.1836 1.2330 1.6127 0.1 -0.2 0.0 0.09
H -0.6655 -1.9503 -1.2559 -0.3 -0.1 0.4 0.11
H -1.7919 2.5411 0.3740 -0.3 0.1 0.1 0.10
H -3.5681 -1.2467 -2.5148 -0.2 0.2 -0.4 0.08
H -1.9971 -1.4862 -3.2940 -0.1 -0.1 0.4 0.07
H -3.1363 1.5699 -1.4385 0.4 -0.1 -0.3 0.11
H -2.6818 0.0561 -3.4914 -0.7 -0.1 0.3 0.08
C 3.3708 -0.7348 1.6337 -0.5 0.3 -0.2 -0.16
C 2.7686 0.6510 1.8904 0.5 -0.1 0.0 -0.18
H 2.6222 -1.3123 1.0992 -0.1 -0.4 0.1 0.04
H 4.2104 -0.6800 0.9378 0.2 0.1 0.3 0.06
H 3.6459 -1.2539 2.5461 0.2 -0.1 0.0 0.06
H 2.0098 0.6843 2.6675 -0.4 -0.4 -0.1 0.05
H 2.3476 0.9829 0.9409 0.0 0.4 0.2 0.06
H 3.5068 1.3590 2.2639 0.2 0.1 -0.3 0.06

***

Record 10
23
Properties=species:S:1:pos:R:3:forces:R:3:lowdin_charge:R:1 method="wB97M-V/def2-TZVPD" orbital_gap_ev=9.8 homo_ev=-8.89 total_energy_ha=-351.2882
C -0.8523 2.4647 3.2930 -0.4 0.3 0.6 -0.16
C -2.0749 3.3069 2.8601 -0.8 -1.3 -0.6 -0.17
H -0.0024 3.0957 3.0487 0.5 -0.5 0.1 0.05
H -0.8618 2.2964 4.3738 0.1 0.4 0.0 0.06
H -0.7119 1.4423 2.9399 -0.3 0.3 -0.7 0.05
H -2.7196 2.8977 2.0716 0.8 -0.3 -0.5 0.05
H -1.7093 4.2521 2.4817 -0.4 0.4 0.3 0.05
H -2.8761 3.3551 3.5971 0.5 0.7 0.7 0.06
C 0.3962 0.7742 -2.6691 0.5 1.1 0.1 -0.07
C 1.7171 -2.2226 -0.8168 -1.5 0.3 0.6 -0.08
C 1.5166 -1.1966 -1.7211 0.0 -0.3 -0.2 -0.07
C 0.6365 -2.5211 0.0509 1.6 0.4 -0.2 -0.10
C 0.3805 -0.3702 -1.7018 -0.4 0.2 0.0 -0.29
C -0.3700 -1.5988 0.1979 -1.1 -0.2 -0.4 -0.10
C -0.5940 -0.5538 -0.7257 1.4 -0.9 1.3 -0.04
H 2.6686 -2.6848 -0.6019 0.1 -0.5 -0.8 0.10
H 2.2000 -1.0668 -2.5520 0.4 0.3 0.3 0.11
H 0.7055 -3.4430 0.6092 -0.1 0.2 0.6 0.10
H -1.0511 -1.7063 1.0361 -0.2 -0.2 -0.2 0.10
H 0.3321 0.4842 -3.7180 -0.1 -0.1 0.1 0.08
H 1.3437 1.3105 -2.5180 0.1 -0.3 -0.3 0.08
H -1.4314 0.0739 -0.4608 0.0 0.5 -0.7 0.10
H -0.2902 1.5986 -2.4696 -0.6 -0.5 0.0 0.07